Computed, not measured: a structure of composition C10H14AsNO5Rh, with wB97M-V/def2-TZVPD.

Summary:
**Relative energy (zero: lowest compared OMol25 entry of this formula, charge and spin)**: 0.0 kcal per mole
**Electronic energy**: -3166.363057 a.u.
**E_HOMO**: -0.4571 Ha
**Orbital gap**: 7.919 eV
**F_max**: 9.35 eV Å⁻¹

Geometry as ORCA input:
```
! RIJCOSX wB97M-V def2-TZVPD def2/J DEFGRID3
* xyz 1 1
Rh 0.586 0.093 0.128
O 0.761 -3.343 1.551
C 0.711 -2.051 1.157
O 0.573 -1.750 -0.041
C 0.846 -1.108 2.352
C 1.002 -1.156 3.702
C 1.075 0.107 4.375
C 0.991 1.359 3.679
C 0.836 1.309 2.324
N 0.786 0.088 1.858
C 0.701 2.373 1.188
O 0.741 3.591 1.565
O 0.560 1.953 -0.047
H 0.663 -3.802 0.691
H 1.066 -2.092 4.237
H 1.200 0.123 5.455
H 1.048 2.311 4.192
C -1.789 -1.497 -1.983
As -0.848 0.128 -2.568
C -0.355 0.116 -4.472
C -1.709 1.796 -1.982
O 0.586 0.093 -1.764
H -2.777 -1.551 -2.484
H -1.933 -1.465 -0.883
H -1.188 -2.390 -2.252
H -1.276 0.138 -5.090
H 0.221 -0.804 -4.699
H 0.265 1.007 -4.698
H -2.694 1.898 -2.484
H -1.066 2.659 -2.252
H -1.854 1.771 -0.883
H 2.271 0.093 0.128
*
```

***

Computed, not measured: a structure of composition C10H14BBrCoN6, with wB97M-V/def2-TZVPD.

Summary:
**Electronic energy**: -4698.972444 a.u.
**E_HOMO (spin up / spin down)**: -0.5990 / -0.5977 Ha
**Orbital gap (spin up / spin down)**: 6.489 / 4.998 eV
**⟨S²⟩**: 3.941
**F_max**: 3.90 eV Å⁻¹

Geometry as ORCA input:
```
! RIJCOSX wB97M-V def2-TZVPD def2/J DEFGRID3
* xyz 2 4
C -0.200 2.965 1.359
N 0.005 1.706 0.875
N 0.109 1.751 -0.491
C 0.027 3.027 -0.868
C -0.185 3.824 0.263
B 0.298 0.477 -1.347
N 1.424 -0.406 -0.796
N 1.495 -0.662 0.552
C 2.589 -1.469 0.723
C 3.226 -1.672 -0.523
C 2.455 -0.980 -1.453
Co 0.081 0.187 1.710
N -1.023 -0.328 -1.430
N -1.603 -0.845 -0.300
C -2.756 -1.424 -0.704
C -2.904 -1.298 -2.118
C -1.766 -0.603 -2.534
H -3.468 -1.909 -0.053
H -1.423 -0.274 -3.501
H -3.693 -1.640 -2.752
H 0.582 0.834 -2.449
H 2.556 -0.837 -2.522
H 0.136 3.252 -1.906
H 4.115 -2.235 -0.751
H -0.302 4.877 0.269
H 2.919 -1.869 1.665
H -0.385 3.158 2.399
H -0.740 -1.577 1.697
C -0.128 -1.685 2.666
H 0.628 -2.453 2.469
H 0.424 -0.788 3.078
H -0.880 -1.925 3.434
Br -1.614 0.817 3.341
*
```

***

Computed, not measured: a structure of composition C10H14BIrN7O2, with wB97M-V/def2-TZVPD.

Summary:
**Relative energy (zero: lowest compared OMol25 entry of this formula, charge and spin)**: 11.9 kcal per mole
**Electronic energy**: -1051.519773 a.u.
**E_HOMO (spin up / spin down)**: -0.5249 / -0.5911 Ha
**Orbital gap (spin up / spin down)**: 4.953 / 5.385 eV
**⟨S²⟩**: 8.795
**F_max**: 4.04 eV Å⁻¹

Geometry as ORCA input:
```
! RIJCOSX wB97M-V def2-TZVPD def2/J DEFGRID3
* xyz 2 6
H -2.567 0.545 2.261
N -1.585 0.023 0.471
B -0.861 -0.692 -1.852
N -1.946 -0.524 -0.741
C -3.275 -0.723 -0.738
Ir 0.280 0.333 0.967
H -3.735 -1.121 -1.635
C -3.778 -0.343 0.511
H -4.794 -0.393 0.847
C -2.691 0.120 1.265
H -1.340 -1.035 -2.892
C 2.862 0.128 2.914
H 3.228 1.106 3.227
H 2.005 0.240 2.123
H 3.705 -0.338 2.420
N 0.172 -1.626 -1.191
N -0.171 0.720 -1.921
N 0.716 -1.336 0.040
N 0.234 1.290 -0.724
C 0.665 -2.799 -1.597
C 0.180 1.558 -2.918
H 0.303 -3.135 -2.549
H -0.004 1.312 -3.959
C 1.539 -3.283 -0.631
C 0.813 2.680 -2.354
C 1.556 -2.341 0.407
C 0.811 2.505 -0.969
H 2.063 -4.215 -0.684
H 1.232 3.510 -2.892
H 2.050 -2.254 1.372
H 1.164 3.075 -0.104
H 2.612 -0.535 3.763
O -0.707 3.369 3.166
N -0.109 2.365 2.850
O -0.625 1.814 1.746
*
```

***

Computed, not measured: a structure of composition C10H14Br2Cl3CoN2O, with wB97M-V/def2-TZVPD.

Summary:
**Relative energy (zero: lowest compared OMol25 entry of this formula, charge and spin)**: 493.8 kcal per mole
**Electronic energy**: -8484.581839 a.u.
**E_HOMO (spin up / spin down)**: -0.3867 / -0.3869 Ha
**Orbital gap (spin up / spin down)**: 6.912 / 6.897 eV
**⟨S²⟩**: 3.764
**F_max**: 18.38 eV Å⁻¹

Geometry as ORCA input:
```
! RIJCOSX wB97M-V def2-TZVPD def2/J DEFGRID3
* xyz 1 4
Co 0.455 -0.241 -0.132
Cl -2.807 6.253 -1.336
C -2.356 4.563 -0.773
C -0.988 4.038 -0.659
C -0.586 2.742 -0.485
Cl 1.139 2.688 -0.450
C -1.454 1.757 -0.426
O -0.896 0.681 -0.096
C -2.829 2.020 -0.328
Cl -4.265 1.332 -0.298
C -3.421 3.644 -0.095
H -0.217 4.970 -0.915
H -4.444 3.683 -0.320
N 2.456 -0.152 0.107
C 2.986 -1.821 0.487
C 2.411 -2.745 -0.257
C 1.232 -3.073 -0.468
N 0.435 -2.078 -1.468
H 2.953 -0.546 -1.152
H 3.150 0.349 0.585
H 2.436 -1.931 1.469
H 4.236 -1.401 0.740
H 3.094 -4.027 -0.111
H 2.893 -2.156 -1.504
H 1.333 -3.464 0.554
H 0.784 -3.944 -0.922
H -0.345 -1.993 -1.174
H 1.036 -2.167 -2.167
Br -0.003 -1.072 2.409
C -1.914 -1.458 2.321
Br -1.885 -2.464 0.900
H -2.608 -0.240 2.670
H -2.011 -1.745 3.296
*
```